Entry 1:
DFT (the ωB97M-V functional and the def2-TZVPD basis) results for 2 unconnected molecules or ions with the total composition CH6S3.

```
10
Properties=species:S:1:pos:R:3:nbo_charge:R:1
C -1.1205 -0.6136 -0.8154 -0.73
S -0.1655 0.5517 -1.8311 -0.06
H -1.7984 -1.1767 -1.4496 0.22
H -0.4181 -1.3325 -0.3978 0.23
H -1.6200 -0.1253 0.0119 0.23
H -0.6748 1.7285 -1.4412 0.13
S 2.5320 0.1949 1.0567 -0.14
S 0.9789 -0.3429 2.3417 -0.14
H 1.7848 0.2368 -0.0609 0.14
H 0.5016 0.8792 2.5858 0.12
```

Computed properties:
**Gap between HOMO and LUMO**: 9.509 eV
**Net charge**: 0
**SMILES string**: CS.SS
**Energy above the lowest of the compared OMol25 structures with the same formula, charge and spin**: 0.1531 eV
**LUMO energy**: 0.3 eV
**E_HOMO**: -9.20 eV

***

Entry 2:
DFT (the ωB97M-V functional and the def2-TZVPD basis) results for a single C18H25N7O molecule.

```
51
Properties=species:S:1:pos:R:3:nbo_charge:R:1
C -6.2540 -2.5319 0.5045 -0.63
C -4.8830 -2.0284 0.1510 0.00
C -4.0089 -2.8796 -0.5147 -0.22
C -2.7364 -2.4639 -0.8559 -0.20
C -2.3122 -1.1901 -0.5348 -0.27
C -3.1745 -0.3233 0.1281 0.23
C -4.4725 -0.7352 0.4748 -0.07
C -5.3893 0.2241 1.1863 -0.65
H -5.4893 1.1518 0.6217 0.22
H -6.3808 -0.1962 1.3090 0.23
H -5.0042 0.4618 2.1795 0.22
N -2.7786 0.9658 0.4814 -0.58
C -1.6702 1.6696 0.1729 0.61
N -0.7277 1.1767 -0.6325 -0.58
C 0.3113 1.9645 -0.8449 0.50
N 0.4635 3.1791 -0.3472 -0.58
C -0.5426 3.5985 0.4346 0.59
N -1.6229 2.8870 0.7313 -0.58
N -0.4488 4.8436 0.9347 -0.78
H -1.1299 5.1523 1.6033 0.40
H 0.4061 5.3504 0.7980 0.41
C 1.4090 1.4137 -1.7099 -0.26
N 2.2707 0.5490 -0.9213 -0.43
C 3.1127 -0.2923 -1.7460 -0.21
C 3.8387 -1.3115 -0.8721 -0.39
H 3.0975 -1.9191 -0.3517 0.22
H 4.4477 -1.9659 -1.5000 0.21
C 4.7044 -0.5917 0.1681 -0.32
C 3.8077 0.3526 0.9648 -0.40
C 3.0743 1.3002 0.0240 -0.23
H 3.8076 1.9422 -0.5030 0.15
H 2.4129 1.9533 0.5954 0.22
H 3.0854 -0.2420 1.5237 0.23
H 4.4028 0.9252 1.6780 0.21
C 5.3611 -1.6226 1.0753 0.69
O 4.9260 -1.9591 2.1517 -0.61
N 6.4931 -2.1641 0.5596 -0.83
H 6.8467 -1.9115 -0.3450 0.39
H 6.9626 -2.8897 1.0756 0.40
H 5.4839 -0.0167 -0.3455 0.20
H 3.8547 0.3036 -2.3136 0.15
H 2.4791 -0.8182 -2.4647 0.20
H 0.9465 0.8110 -2.4941 0.22
H 1.9626 2.2534 -2.1639 0.18
H -3.4068 1.4846 1.0787 0.41
H -1.3232 -0.8494 -0.7876 0.26
H -2.0671 -3.1368 -1.3706 0.21
H -4.3326 -3.8794 -0.7656 0.20
H -6.4219 -2.4859 1.5797 0.22
H -6.3648 -3.5661 0.1887 0.22
H -7.0265 -1.9434 0.0103 0.21
```

Computed properties:
**Gap between HOMO and LUMO**: 8.834 eV
**Net charge**: 0
**SMILES string**: Cc1cccc(Nc2nc(N)nc(CN3CCC(C(N)=O)CC3)n2)c1C
**LUMO energy**: 0.9 eV
**E_HOMO**: -7.98 eV

***

Entry 3:
DFT (the ωB97M-V functional and the def2-TZVPD basis) results for 2 unconnected molecules or ions with the total composition CH3N3S.

```
8
Properties=species:S:1:pos:R:3:nbo_charge:R:1
C -2.3289 1.4807 0.1393 -0.45
N 2.1469 -1.0952 0.1729 0.26
N 2.1927 -0.2881 0.9437 -0.10
N 1.9991 -1.8172 -0.7359 -0.56
S -1.1010 0.4208 -0.0793 0.08
H -2.1665 2.3974 0.7226 0.18
H -3.3851 1.4834 -0.1468 0.19
H 2.6429 -2.5817 -1.0165 0.40
```

Computed properties:
**Gap between HOMO and LUMO**: 8.407 eV
**Net charge**: 0
**Energy above the lowest of the compared OMol25 structures with the same formula, charge and spin**: 1.5994 eV
**LUMO energy**: -0.4 eV
**E_HOMO**: -8.83 eV

***

Entry 4:
DFT (the ωB97M-V functional and the def2-TZVPD basis) results for a molecular structure, C5H4CaO4.

```
14
Properties=species:S:1:pos:R:3:nbo_charge:R:1
C -3.7185 0.9023 -0.9170 0.18
C -3.8486 1.0275 0.2831 -0.43
H -3.6386 0.1481 0.9650 0.27
H -1.0159 1.6308 0.5030 0.59
O 0.2007 -0.2738 0.2783 -0.43
C 0.6810 0.9486 -0.0657 1.08
O 1.8126 1.0674 -0.5030 -0.86
O -0.1387 1.8977 0.1239 -0.55
Ca 3.2527 2.4295 -1.1893 1.96
C 1.0899 -1.3698 0.3633 0.53
C 1.0979 -1.7248 -0.9120 0.34
O 1.5055 -1.9492 1.4147 -0.56
H 1.5551 -1.8804 -1.8902 0.31
H 1.1650 -2.8540 1.5459 0.59
```

Computed properties:
**Gap between HOMO and LUMO (alpha / beta)**: 4.623 / 4.164 eV
**Net charge**: +3
**Multiplicity**: 2
**<S²>**: 0.76
**Energy above the lowest of the compared OMol25 structures with the same formula, charge and spin**: 3.3422 eV
**LUMO energy (alpha / beta)**: -14.8 / -14.8 eV
**E_HOMO (alpha / beta)**: -19.45 / -18.99 eV

***

Entry 5:
DFT (the ωB97M-V functional and the def2-TZVPD basis) results for a molecular structure, C37H33BrN8O6SZr.

```
87
Properties=species:S:1:pos:R:3:mulliken_charge:R:1
Zr 0.7137 -0.5082 3.2465 -0.54
O -2.1804 3.6324 6.9103 -0.50
C -1.4774 2.8106 6.1382 0.89
C -0.8373 3.2231 4.9595 -0.75
C -0.1318 2.2745 4.2566 0.31
N -0.0655 1.0065 4.6587 0.43
C -0.6832 0.6014 5.7718 0.34
C -1.4028 1.4691 6.5536 -0.81
C -0.5142 -0.8865 6.0001 0.15
O -0.9172 -1.4684 6.9566 -0.56
O 0.1230 -1.4326 4.9507 -0.48
C 0.6082 2.4926 2.9494 0.33
O 0.5148 3.5037 2.3137 -0.64
O 1.3014 1.4100 2.6321 -0.54
H -2.1803 4.5369 6.5714 0.33
H -0.8819 4.2423 4.5988 0.53
H -1.8960 1.1380 7.4565 0.61
C -3.2026 3.9986 -9.2414 -0.84
O -1.9687 3.3698 -8.9130 -0.45
C -1.7776 2.9609 -7.6481 0.90
C -2.6926 3.1394 -6.6108 -0.51
C -2.3802 2.6782 -5.3430 -0.75
C -1.1695 2.0420 -5.0901 0.23
C -0.2614 1.8703 -6.1396 -0.43
C -0.5563 2.3216 -7.4038 -0.85
C -0.8879 1.5730 -3.7369 0.30
N -1.7281 1.6107 -2.7192 -0.84
C -1.0302 1.0831 -1.6723 1.11
C 0.2386 0.7128 -2.0444 0.06
N 0.3210 1.0257 -3.3807 -0.09
C 1.1455 0.0736 -1.1550 0.63
C 2.4335 -0.3572 -1.5145 -0.71
C 3.2214 -0.9957 -0.5949 -1.34
C 2.7187 -1.1972 0.6927 -0.61
N 1.5107 -0.8047 1.0620 1.04
C 0.7070 -0.1677 0.1632 -0.02
C -0.6197 0.2860 0.5894 -0.24
N -0.9991 0.1256 1.8869 1.13
C -2.2085 0.5024 2.2692 -0.61
C -3.1352 1.0783 1.3960 -1.22
C -2.7643 1.2897 0.0934 -0.58
C -1.4841 0.8950 -0.3291 0.64
H -3.1529 4.2057 -10.3056 0.24
H -3.3187 4.9353 -8.6927 0.35
H -4.0437 3.3341 -9.0353 0.35
H -3.6353 3.6352 -6.7781 0.43
H -3.0830 2.8170 -4.5341 0.46
H 0.6890 1.3724 -5.9914 0.25
H 0.1347 2.1948 -8.2238 0.44
H 1.1243 0.9709 -3.9817 0.20
H 2.8086 -0.1837 -2.5148 0.50
H 4.2187 -1.3312 -0.8372 0.54
H 3.3189 -1.6913 1.4464 0.30
H -2.4607 0.3386 3.3123 0.49
H -4.1097 1.3590 1.7670 0.50
H -3.4280 1.7530 -0.6233 0.64
C -1.5561 -2.5127 -2.5480 -0.72
C -1.7875 -3.4940 -1.4150 -0.65
N -1.4564 -2.9499 -0.0898 0.08
C -0.4678 -3.2552 0.7493 0.44
S -0.6917 -2.8525 2.4266 -0.42
N 0.6324 -3.9036 0.3872 0.15
C 1.1855 -4.1992 -0.9368 -0.09
C 1.1686 -5.6827 -1.2549 -1.37
H -1.7439 -2.9974 -3.5045 0.43
H -0.5346 -2.1312 -2.5513 0.04
H -2.2299 -1.6591 -2.4676 0.31
H -1.2505 -4.4307 -1.5513 0.05
H -2.8446 -3.7612 -1.3631 0.46
H -2.2013 -2.4527 0.3759 0.31
H 1.1841 -4.2005 1.1787 0.23
H 2.2086 -3.8143 -0.9367 0.35
H 0.6408 -3.6135 -1.6757 -0.07
H 1.7025 -6.2523 -0.4948 0.37
H 1.6561 -5.8676 -2.2113 0.41
H 0.1516 -6.0701 -1.3057 0.29
Br 2.5823 -2.9969 3.8086 0.01
C 3.5625 -1.4869 4.3705 0.72
C 4.8475 -1.5866 4.8625 -0.85
C 5.4662 -0.4053 5.2447 -0.13
C 4.7913 0.7996 5.1045 -0.99
C 3.5105 0.7910 4.5905 -0.22
N 2.8862 -0.3482 4.2460 0.23
H 5.3349 -2.5458 4.9471 0.48
H 6.4714 -0.4272 5.6435 0.44
H 5.2499 1.7367 5.3836 0.46
H 2.9460 1.7003 4.4393 0.47
```

Computed properties:
**Gap between HOMO and LUMO**: 5.915 eV
**Net charge**: +2
**Energy above the lowest of the compared OMol25 structures with the same formula, charge and spin**: 0.2796 eV
**LUMO energy**: -6.0 eV
**E_HOMO**: -11.92 eV

***

The records above yield largest force on an atom values of 0.0101, 0.0150, 0.1082, 0.0881, 0.0225 Eh/bohr, respectively.